{
  "formula": "C33H33CsGeI3NO",
  "method": "wB97M-V/def2-TZVPD",
  "symbols": ["Cs", "I", "C", "I", "H", "H", "I", "C", "C", "C", "C", "N", "C", "H", "H", "H", "H", "C", "Ge", "C", "C", "C", "C", "C", "C", "C", "C", "C", "C", "C", "C", "C", "C", "C", "C", "H", "H", "H", "H", "H", "H", "H", "H", "H", "H", "H", "H", "H", "H", "H", "C", "C", "C", "C", "C", "C", "C", "O", "C", "C", "C", "H", "H", "H", "H", "H", "H", "H", "H", "H", "H", "H", "H"],
  "positions_angstrom": [[0.206, -0.208, -2.382], [-1.162, -0.132, -5.977], [-0.913, -2.215, -6.348], [0.022, -3.319, -4.781], [-0.295, -2.318, -7.229], [-1.896, -2.639, -6.501], [2.700, -5.835, 0.699], [2.331, -3.786, 0.866], [2.493, -3.128, 2.072], [2.207, -1.773, 2.122], [1.773, -1.140, 0.970], [1.619, -1.773, -0.194], [1.898, -3.075, -0.241], [2.828, -3.654, 2.956], [2.314, -1.218, 3.044], [1.532, -0.081, 0.985], [1.759, -3.573, -1.194], [-4.310, -2.323, -2.537], [-2.946, -1.551, -1.384], [-2.900, 0.381, -1.197], [-2.263, 0.926, -0.079], [-2.152, 2.302, 0.065], [-2.664, 3.148, -0.910], [-3.293, 2.615, -2.029], [-3.413, 1.239, -2.174], [-2.694, -2.470, 0.322], [-1.612, -3.309, 0.440], [-1.354, -4.004, 1.642], [-2.182, -3.846, 2.714], [-3.308, -2.991, 2.639], [-4.183, -2.817, 3.740], [-5.264, -1.991, 3.654], [-5.530, -1.290, 2.457], [-4.706, -1.438, 1.380], [-3.572, -2.290, 1.432], [-5.305, -2.309, -2.090], [-4.025, -3.358, -2.718], [-4.343, -1.783, -3.483], [-1.876, 0.268, 0.693], [-1.677, 2.713, 0.948], [-2.584, 4.221, -0.795], [-3.703, 3.273, -2.785], [-3.913, 0.832, -3.045], [-0.947, -3.453, -0.405], [-0.498, -4.667, 1.699], [-1.990, -4.380, 3.637], [-3.979, -3.358, 4.656], [-5.925, -1.872, 4.503], [-6.391, -0.638, 2.400], [-4.912, -0.894, 0.465], [6.945, 3.609, 1.356], [5.539, 3.434, 0.864], [5.188, 2.371, 0.042], [3.896, 2.192, -0.431], [3.651, 0.997, -1.324], [2.909, 3.126, -0.055], [1.521, 3.014, -0.494], [1.053, 2.138, -1.204], [3.247, 4.216, 0.780], [2.235, 5.254, 1.215], [4.549, 4.346, 1.222], [7.587, 2.790, 1.038], [6.967, 3.664, 2.446], [7.367, 4.542, 0.978], [5.951, 1.655, -0.241], [4.514, 0.336, -1.259], [3.513, 1.294, -2.366], [2.776, 0.431, -1.016], [0.847, 3.804, -0.134], [1.765, 5.746, 0.363], [2.725, 6.022, 1.808], [1.446, 4.817, 1.829], [4.810, 5.182, 1.862]],
  "atomic_forces_ev_per_a": [[0.055, -0.009, -0.316], [-0.028, -0.177, -0.070], [0.037, 0.048, 0.118], [-0.096, 0.074, -0.127], [0.013, 0.005, -0.004], [-0.010, -0.002, 0.007], [-0.036, 0.158, 0.007], [0.053, -0.316, -0.043], [-0.010, 0.131, 0.070], [-0.012, -0.018, 0.025], [-0.045, -0.085, 0.006], [0.089, -0.072, 0.153], [-0.065, 0.126, 0.025], [0.002, -0.026, -0.017], [-0.001, 0.003, -0.014], [0.010, 0.009, -0.029], [0.028, -0.005, -0.005], [-0.095, 0.116, -0.051], [0.046, -0.308, 0.027], [-0.190, -0.142, 0.104], [-0.075, 0.109, -0.038], [0.032, -0.053, 0.046], [-0.014, -0.023, -0.028], [-0.020, -0.010, -0.046], [0.118, 0.037, 0.060], [0.090, 0.107, -0.110], [-0.181, 0.045, 0.117], [0.110, -0.047, -0.075], [0.027, -0.019, 0.007], [-0.095, 0.137, -0.131], [0.069, -0.073, 0.059], [-0.067, 0.057, -0.015], [0.040, -0.055, 0.064], [0.046, -0.010, -0.073], [0.042, -0.075, 0.160], [0.030, 0.037, 0.068], [-0.053, 0.005, -0.074], [-0.025, -0.080, -0.032], [-0.003, 0.020, 0.014], [-0.003, 0.015, -0.015], [-0.002, 0.000, -0.006], [0.009, 0.008, 0.016], [-0.011, 0.025, -0.011], [0.016, -0.019, 0.004], [-0.025, 0.000, 0.026], [-0.021, 0.011, 0.007], [0.000, 0.004, -0.012], [0.003, 0.002, -0.006], [0.002, 0.006, -0.019], [-0.024, 0.006, 0.014], [-0.019, 0.017, 0.001], [-0.084, -0.007, -0.035], [0.087, -0.005, 0.041], [0.035, -0.075, -0.060], [0.028, 0.090, 0.244], [0.029, -0.015, -0.011], [0.021, 0.008, -0.021], [0.161, 0.243, 0.118], [-0.134, 0.064, 0.017], [0.047, -0.068, -0.025], [0.111, 0.013, 0.022], [-0.003, -0.003, 0.002], [0.009, -0.005, -0.006], [0.002, -0.008, 0.001], [-0.012, 0.004, -0.001], [0.006, -0.010, -0.131], [-0.038, 0.043, 0.013], [0.046, 0.032, 0.000], [-0.040, -0.005, -0.002], [-0.002, 0.013, 0.012], [0.015, -0.008, 0.004], [-0.004, 0.012, -0.010], [-0.020, -0.005, -0.007]],
  "charge": 1,
  "homo_energy_ev": [-9.394, -10.320],
  "relative_energy_kcal_mol": 5.0,
  "e_tot_ha": -4397.239495,
  "spin_multiplicity": 2,
  "orbital_gap_ev": [6.6587, 7.2094]
}